The following is a quantum chemistry calculation of a cluster of 2 separate species, C2H6O2S in total at a distorted geometry, from OMol25.

```
11
Properties=species:S:1:pos:R:3:forces:R:3:mulliken_charge:R:1
O -4.930059 0.122758 -0.683502 0.32 0.18 0.44 -0.434
C -5.245664 0.903342 -1.516620 -0.65 0.04 -0.84 0.298
O -5.815868 0.472465 -2.660946 -0.12 -0.72 -0.24 -0.432
H -5.170960 1.998174 -1.495043 0.25 0.09 0.37 0.227
H -6.092205 1.140430 -3.295415 0.20 0.41 0.28 0.341
C 4.667326 -0.928575 2.053889 0.82 -0.54 -0.32 -0.709
S 4.681085 -0.879951 0.224002 -0.12 -0.31 0.35 -0.185
H 5.556314 -0.396014 2.382652 -0.30 0.23 0.34 0.266
H 3.749162 -0.577191 2.497096 -0.13 0.33 -0.07 0.286
H 4.791681 -1.964555 2.364705 -0.03 -0.06 -0.12 0.235
H 3.809187 0.109120 0.129182 -0.24 0.35 -0.19 0.106
```
Forces are in eV/Å.

Values from the calculation:
ΔE to the lowest compared entry with this formula, charge and spin: 0.485 eV
LUMO: 0.575 eV
charge: 0
SMILES string: O=CO.CS

***

The following is a quantum chemistry calculation of an isolated molecule of C18H25N3O3, from OMol25.

```
49
Properties=species:S:1:pos:R:3:forces:R:3:mulliken_charge:R:1
C -3.729066 -2.017751 -0.373355 0.20 -0.17 -0.05 -0.797
C -2.684587 -3.112136 -0.550139 -0.19 -0.01 -0.19 -0.560
N -1.535830 -2.893628 0.302776 -0.42 -0.07 0.17 -0.131
C -0.288599 -2.725452 -0.174803 0.30 -0.23 0.60 0.412
O 0.001455 -2.793657 -1.351104 0.21 0.06 -0.46 -0.656
C 0.754279 -2.424679 0.900787 -0.10 0.19 -0.23 -1.407
C 0.921705 -0.898841 1.036136 -0.03 -0.26 0.26 0.286
C -0.446306 -0.278882 1.306127 0.34 -0.19 0.26 -0.086
O -1.163265 -0.528662 2.246391 -0.01 -0.03 0.15 -0.643
N -0.712504 0.532080 0.248357 -0.13 0.18 -0.18 0.641
C -1.910992 1.262306 0.064107 -0.31 0.19 -0.08 0.235
C -2.471246 1.363051 -1.203899 0.06 0.00 0.02 -0.024
C -3.647907 2.070827 -1.373187 0.00 -0.01 0.00 -0.792
C -4.272257 2.662909 -0.288506 -0.07 0.04 0.00 -0.470
C -3.711706 2.554127 0.972909 -0.03 0.02 -0.01 -0.724
C -2.528993 1.860729 1.154882 0.13 -0.05 -0.01 -0.430
C 0.358101 0.533438 -0.691352 0.07 0.12 0.19 0.114
O 0.368884 1.165359 -1.713784 -0.03 0.10 -0.35 -0.658
N 1.329562 -0.245453 -0.175145 0.05 -0.16 0.12 0.635
C 2.548159 -0.577846 -0.885862 0.12 0.21 -0.48 -1.039
C 3.360085 0.646183 -1.311421 0.06 0.06 0.19 -1.197
C 3.997977 1.476620 -0.187391 -0.07 -0.14 0.02 0.794
C 2.967303 2.229547 0.652431 0.20 0.05 -0.15 -1.350
C 4.911858 0.640973 0.707651 -0.06 0.25 -0.23 -1.496
H -4.598476 -2.233813 -0.987910 -0.14 0.00 -0.04 0.425
H -4.044572 -1.956444 0.666344 -0.09 0.05 0.10 0.312
H -3.328455 -1.050736 -0.666827 0.00 0.06 0.00 0.033
H -3.121904 -4.088403 -0.311401 0.06 0.06 -0.12 0.326
H -2.312612 -3.134715 -1.576719 -0.07 -0.08 0.13 0.334
H -1.725008 -2.721243 1.279110 0.20 0.03 -0.04 0.295
H 0.448477 -2.825964 1.866779 0.06 0.02 0.02 0.564
H 1.701114 -2.873976 0.600300 -0.07 -0.01 0.03 0.540
H 1.616081 -0.685321 1.860128 -0.16 0.05 -0.05 0.374
H -1.981279 0.904067 -2.047183 0.03 -0.04 -0.04 0.494
H -4.080211 2.153023 -2.358986 -0.03 0.01 -0.09 0.382
H -5.193281 3.209278 -0.425894 -0.08 0.05 -0.01 0.404
H -4.193183 3.015646 1.821948 -0.03 0.03 0.07 0.388
H -2.090653 1.774676 2.136010 0.03 -0.01 0.06 0.402
H 2.282652 -1.151039 -1.781232 0.07 -0.07 0.15 0.252
H 3.141608 -1.216482 -0.231052 -0.05 -0.06 -0.03 0.554
H 4.158047 0.281666 -1.962310 0.01 -0.02 -0.06 0.522
H 2.715347 1.293170 -1.906300 0.08 -0.05 -0.08 0.388
H 4.620510 2.226917 -0.689461 -0.04 -0.04 0.02 0.372
H 2.250994 2.738497 0.012013 -0.13 0.09 -0.02 0.304
H 3.462944 2.974162 1.272280 0.00 0.08 0.10 0.501
H 2.424081 1.556597 1.310894 -0.08 -0.06 0.11 0.141
H 5.473339 1.289131 1.376710 0.07 0.01 0.12 0.434
H 5.620045 0.071300 0.109999 0.12 -0.12 -0.01 0.360
H 4.338269 -0.051179 1.320131 -0.06 -0.12 0.11 0.242
```
Forces are in eV/Å.

Values from the calculation:
ΔE to the lowest compared entry with this formula, charge and spin: 0.000 eV
LUMO: 0.660 eV
charge: 0
SMILES string: CCNC(=O)C[C@@H]1C(=O)N(c2ccccc2)C(=O)N1CCC(C)C

***

The following is a quantum chemistry calculation of an isolated molecule of C10H21IS at a distorted geometry, from OMol25.

```
33
Properties=species:S:1:pos:R:3:forces:R:3:mulliken_charge:R:1
C -1.207826 3.171893 -0.481722 -0.43 -0.40 1.60 -1.330
C -0.632740 1.985134 0.328280 0.40 -0.32 -2.34 -1.061
C 0.311590 1.137369 -0.529756 0.68 -2.21 -1.84 -1.215
C 0.448517 -0.448168 -0.227142 -3.01 2.79 1.09 1.240
C 1.508397 -1.096815 -1.052753 0.84 0.71 0.31 -1.826
C -0.928099 -1.094764 -0.445574 1.70 -1.80 -1.88 0.199
C -1.559098 -0.698900 -1.847503 -0.52 -4.13 1.90 -1.581
C -0.820595 -2.677406 -0.246555 2.05 0.49 0.53 -1.424
C 0.887635 -0.468015 1.268077 0.87 -0.02 1.64 -0.478
C 2.063844 0.549356 1.681500 -1.43 -1.13 2.01 -1.387
S -0.441548 -0.125518 2.510952 -0.31 -0.48 -0.05 -0.068
I 0.082617 -1.662107 4.259481 0.05 0.06 -0.17 -0.057
H -0.374029 3.842140 -0.720424 -0.36 -0.06 -0.25 0.325
H -1.719820 2.790198 -1.377119 0.09 0.47 0.25 0.331
H -1.909585 3.697365 0.231149 0.50 -0.26 -1.17 0.350
H -1.370467 1.330066 0.725389 -1.17 -0.24 0.20 0.642
H -0.116305 2.372393 1.146571 0.89 0.66 1.48 0.280
H -0.027867 1.158325 -1.639956 1.11 0.50 1.70 0.392
H 1.393373 1.297793 -0.358494 -0.73 1.43 -0.86 0.739
H 1.906841 -1.835740 -0.400311 0.36 -1.47 -0.07 0.560
H 1.304682 -1.475477 -2.064875 -0.19 0.35 0.51 0.253
H 2.313613 -0.376145 -1.031566 0.54 0.22 -0.89 0.480
H -1.687335 -0.718054 0.173633 -0.59 0.34 1.49 0.515
H -0.992448 -0.816480 -2.745703 0.73 0.05 -0.39 0.224
H -2.355379 -1.521613 -1.860919 0.44 1.52 -0.60 0.450
H -1.961174 0.251008 -1.725023 -0.96 1.62 -0.24 0.442
H -0.346557 -3.196387 -1.121588 -0.68 0.58 0.52 0.283
H -1.791006 -3.060423 -0.045965 -0.85 -0.57 -0.05 0.481
H -0.147777 -3.032418 0.644544 -1.24 1.05 -1.35 0.259
H 1.222934 -1.508291 1.444104 -0.07 0.57 0.34 0.966
H 1.683517 1.586925 1.901570 0.52 -0.94 -1.24 0.206
H 2.733646 0.317107 0.892307 1.46 1.02 -0.44 0.449
H 2.528452 0.325651 2.715392 -0.70 -0.41 -1.73 0.361
```
Forces are in eV/Å.

Values from the calculation:
LUMO: -0.324 eV
charge: 0
SMILES string: CCC[C@](C)(C(C)C)[C@@H](C)SI

***

The following is a quantum chemistry calculation of a structure of composition C2H3I2N at a distorted geometry, from OMol25.

```
8
Properties=species:S:1:pos:R:3:forces:R:3:mulliken_charge:R:1
C -0.803484 -0.209589 -1.060220 0.67 0.79 1.46 0.081
C -0.499931 1.428935 0.718491 -0.98 -2.27 -1.52 -0.856
N 0.061576 -1.051363 -1.071350 1.28 -1.25 -1.36 -0.449
I -2.694489 0.077225 -2.023952 -0.10 -0.13 -0.40 0.055
I -2.455104 1.495487 1.405839 0.43 -0.44 0.65 0.109
H 0.358320 0.776688 0.950965 -0.90 0.62 0.51 0.439
H -0.449707 2.374672 0.263372 1.12 0.79 -0.71 0.338
H 0.417526 -1.857798 -1.701581 -1.51 1.90 1.36 0.281
```
Forces are in eV/Å.

Values from the calculation:
ΔE to the lowest compared entry with this formula, charge and spin: 3.414 eV
LUMO (spin up / spin down): -0.421 / -0.756 eV
charge: 0